--- a ---
{"formula": "C9H11NO", "method": "the ωB97M-V functional and the def2-TZVPD basis", "homo_lumo_gap_ha": 0.354, "multiplicity": 1, "elements": ["C", "C", "C", "C", "C", "C", "C", "C", "C", "H", "H", "H", "H", "H", "H", "H", "H", "H", "H", "H", "N", "O"], "positions_angstrom": [[-3.041, 0.329, -0.645], [-1.853, -1.191, 0.776], [-0.831, 0.863, -0.080], [0.670, 0.394, 0.045], [1.051, -0.863, -0.256], [2.425, -1.177, -0.281], [3.446, -0.132, -0.118], [2.948, 1.119, 0.173], [1.635, 1.426, 0.123], [-3.470, 1.078, 0.383], [-3.638, -0.396, -0.877], [-3.021, 1.117, -1.517], [-2.544, -1.005, 1.595], [-1.011, -1.334, 1.210], [-2.184, -2.210, 0.446], [0.310, -1.848, -0.590], [2.893, -1.970, -0.624], [4.435, -0.540, -0.240], [3.579, 2.026, 0.208], [1.069, 2.520, 0.351], [-1.804, -0.198, -0.222], [-1.063, 1.992, 0.140]], "lowdin_charge": [-0.09, -0.10, -0.38, -0.16, -0.07, -0.05, -0.04, -0.13, -0.05, 0.17, 0.00, 0.13, 0.10, 0.00, 0.12, 0.19, 0.03, 0.10, 0.11, 0.19, -0.19, 0.11]}

--- b ---
{"formula": "C9H11NO", "method": "the ωB97M-V functional and the def2-TZVPD basis", "homo_lumo_gap_ha": 0.338, "multiplicity": 1, "elements": ["C", "C", "O", "N", "C", "C", "C", "C", "C", "C", "C", "H", "H", "H", "H", "H", "H", "H", "H", "H", "H", "H"], "positions_angstrom": [[0.484, 1.121, 2.640], [-0.843, 0.853, 2.079], [-1.933, 0.990, 2.683], [-0.771, 0.506, 0.760], [-1.776, 0.506, -0.190], [-1.406, 0.049, -1.383], [0.005, -0.501, -1.333], [0.149, -1.830, -1.984], [1.230, 0.351, -1.541], [1.527, 0.407, -0.261], [0.369, -0.330, 0.240], [0.855, 0.141, 2.732], [0.439, 1.502, 3.641], [1.107, 1.591, 2.012], [-2.679, 0.991, 0.116], [-1.883, 0.024, -2.337], [0.169, -2.654, -1.301], [1.040, -1.964, -2.585], [-0.785, -1.969, -2.497], [1.692, 0.710, -2.500], [2.339, 0.777, 0.230], [0.671, -1.271, 0.778]], "lowdin_charge": [0.02, -0.46, 0.04, 0.01, -0.04, 0.00, -0.41, -0.03, 0.01, -0.05, -0.15, 0.08, 0.10, 0.04, 0.12, 0.10, 0.08, 0.09, 0.07, 0.13, 0.07, 0.17]}

Stability summary: most stable b, least stable a.

--- a ---
{"formula": "C7H9N", "method": "the ωB97M-V functional and the def2-TZVPD basis", "homo_lumo_gap_ha": 0.351, "multiplicity": 1, "elements": ["C", "N", "C", "C", "C", "C", "C", "C", "H", "H", "H", "H", "H", "H", "H", "H", "H"], "positions_angstrom": [[-2.608, 0.240, 0.330], [-1.626, -0.771, -0.248], [-0.269, -0.423, -0.096], [0.658, -1.394, 0.020], [2.041, -1.075, 0.112], [2.442, 0.197, 0.048], [1.562, 1.246, -0.029], [0.228, 1.002, -0.162], [-2.291, 0.645, 1.394], [-2.719, 1.200, -0.372], [-3.768, -0.032, 0.263], [-1.829, -0.883, -1.328], [0.369, -2.471, 0.089], [2.702, -1.938, 0.262], [3.433, 0.264, 0.190], [1.992, 2.420, -0.151], [-0.316, 1.770, -0.323]], "lowdin_charge": [-0.15, -0.09, -0.30, -0.05, -0.09, -0.15, -0.10, -0.01, 0.11, 0.08, 0.09, 0.17, 0.12, 0.11, 0.07, 0.17, 0.02]}

--- b ---
{"formula": "C7H9N", "method": "the ωB97M-V functional and the def2-TZVPD basis", "homo_lumo_gap_ha": 0.374, "multiplicity": 1, "elements": ["C", "C", "C", "C", "C", "C", "C", "H", "H", "H", "H", "H", "H", "H", "H", "H", "N"], "positions_angstrom": [[-0.327, -1.437, 0.876], [-0.830, -1.404, -0.574], [-0.823, 0.146, -0.957], [-0.045, 1.288, -0.758], [1.388, 1.685, -0.113], [1.513, 1.025, 1.084], [0.447, -0.180, 0.573], [0.349, -2.176, 1.250], [-1.214, -1.291, 1.671], [-0.625, -2.263, -1.435], [-2.014, -1.609, -0.264], [-1.868, 0.174, -1.344], [-0.434, 2.172, -1.385], [2.014, 2.378, -0.658], [2.252, 1.106, 2.056], [1.000, -0.398, -0.276], [-0.781, 0.783, 0.254]], "lowdin_charge": [-0.15, -0.14, -0.33, -0.31, -0.04, 0.03, -0.27, 0.09, 0.16, 0.16, 0.15, 0.14, 0.16, 0.08, 0.14, 0.09, 0.07]}

Stability summary: most stable a, least stable b.

--- a ---
{"formula": "C7H9N", "method": "the ωB97M-V functional and the def2-TZVPD basis", "homo_lumo_gap_ha": 0.362, "multiplicity": 1, "elements": ["C", "C", "C", "C", "C", "C", "C", "H", "H", "H", "H", "H", "H", "H", "H", "H", "N"], "positions_angstrom": [[-0.201, 1.320, -0.580], [-0.937, -0.106, -0.940], [-0.578, -0.448, 0.873], [0.489, 0.811, 0.772], [1.693, 0.316, 0.108], [1.465, -0.816, -0.335], [0.064, -1.152, -0.241], [-1.017, 2.223, -0.683], [0.572, 1.680, -1.195], [-1.701, 0.042, -1.781], [-2.249, 0.595, 0.782], [-0.445, -0.701, 1.844], [0.617, 1.592, 1.583], [2.555, 0.912, 0.113], [2.408, -1.623, -0.522], [-0.423, -2.279, -0.288], [-1.756, -0.284, 0.315]], "lowdin_charge": [-0.10, -0.15, -0.43, -0.16, -0.16, -0.11, -0.19, 0.15, 0.06, 0.15, 0.18, 0.11, 0.15, 0.11, 0.18, 0.20, 0.03]}

--- b ---
{"formula": "C7H9N", "method": "the ωB97M-V functional and the def2-TZVPD basis", "homo_lumo_gap_ha": 0.345, "multiplicity": 1, "elements": ["C", "C", "C", "C", "C", "C", "C", "N", "H", "H", "H", "H", "H", "H", "H", "H", "H"], "positions_angstrom": [[-0.840, 0.194, -2.958], [-0.264, -0.033, -1.636], [-0.697, 0.561, -0.467], [-0.074, -0.034, 0.682], [-0.027, -1.121, 1.397], [0.871, -0.912, 2.591], [1.360, 0.357, 2.481], [0.636, 0.943, 1.407], [-1.944, 0.362, -2.946], [-0.695, -0.590, -3.694], [-0.515, 1.003, -3.560], [0.463, -0.804, -1.667], [-1.678, 0.999, -0.332], [-0.409, -2.010, 1.030], [0.812, -1.555, 3.512], [2.021, 0.855, 3.181], [0.980, 1.785, 0.978]], "lowdin_charge": [-0.13, -0.12, -0.03, -0.36, -0.05, -0.08, -0.12, 0.04, 0.09, 0.07, 0.06, 0.10, 0.12, 0.08, 0.10, 0.10, 0.13]}

--- c ---
{"formula": "C7H9N", "method": "the ωB97M-V functional and the def2-TZVPD basis", "homo_lumo_gap_ha": 0.278, "multiplicity": 1, "elements": ["C", "C", "C", "C", "C", "C", "C", "N", "H", "H", "H", "H", "H", "H", "H", "H", "H"], "positions_angstrom": [[-2.621, 0.201, -0.256], [-2.705, -1.148, -0.053], [-1.199, 0.500, -0.069], [-1.464, -1.670, 0.385], [-0.835, 1.808, -0.161], [1.957, -0.500, -0.380], [0.861, -0.924, 0.655], [-0.559, -0.691, 0.230], [-3.442, 0.858, -0.607], [-3.586, -1.809, -0.121], [0.046, 2.263, 0.101], [-1.662, 2.514, -0.262], [2.833, -1.144, -0.227], [1.591, -0.908, -1.309], [0.875, -1.951, 0.670], [2.282, 0.526, -0.205], [1.030, -0.427, 1.667]], "lowdin_charge": [-0.02, -0.12, -0.32, -0.04, 0.14, -0.07, -0.17, -0.11, 0.12, 0.09, 0.03, 0.07, 0.07, 0.07, 0.06, 0.06, 0.14]}

Stability summary: most stable b, least stable a.

--- a ---
{"formula": "C7H9N", "method": "the ωB97M-V functional and the def2-TZVPD basis", "homo_lumo_gap_ha": 0.333, "multiplicity": 1, "elements": ["C", "C", "C", "C", "C", "C", "C", "H", "H", "H", "H", "H", "H", "H", "H", "H", "N"], "positions_angstrom": [[0.290, -0.667, 0.017], [1.373, -0.279, 0.997], [1.427, 0.323, -0.310], [0.759, 1.619, -0.421], [-0.640, 1.505, -0.312], [-0.947, 0.102, 0.140], [-2.240, -0.219, 0.235], [0.896, -2.472, -1.030], [-0.962, -1.825, -1.450], [1.133, 0.022, 2.083], [2.119, -1.003, 1.170], [2.306, 0.101, -1.004], [0.975, 2.743, -0.610], [-1.206, 2.368, -0.018], [-2.888, 0.853, 0.249], [-2.504, -1.265, 0.873], [0.109, -1.905, -0.607]], "lowdin_charge": [-0.50, -0.07, -0.23, -0.04, -0.05, -0.35, 0.00, 0.08, 0.24, 0.15, 0.08, 0.17, 0.13, 0.09, 0.12, 0.13, 0.03]}

--- b ---
{"formula": "C7H9N", "method": "the ωB97M-V functional and the def2-TZVPD basis", "homo_lumo_gap_ha": 0.340, "multiplicity": 1, "elements": ["C", "N", "C", "C", "C", "C", "C", "C", "H", "H", "H", "H", "H", "H", "H", "H", "H"], "positions_angstrom": [[0.232, -1.982, -1.634], [-0.070, -1.546, -0.273], [0.634, -0.456, 0.342], [0.770, 0.170, 1.653], [0.197, 1.404, 1.619], [-0.540, 1.953, 0.434], [-0.912, 1.063, -0.542], [-0.767, -0.338, -0.015], [1.055, -1.366, -2.053], [-0.644, -1.997, -2.290], [0.593, -3.018, -1.470], [1.200, 0.108, -0.395], [1.421, -0.087, 2.469], [0.288, 2.071, 2.496], [-0.599, 3.041, 0.314], [-1.413, 1.443, -1.464], [-1.446, -0.463, 0.810]], "lowdin_charge": [-0.07, -0.05, -0.28, -0.03, -0.09, -0.09, -0.03, -0.30, 0.09, 0.09, 0.08, 0.15, 0.10, 0.10, 0.10, 0.11, 0.15]}

Stability summary: most stable b, least stable a.